The following is a DFT calculation (the ωB97M-V functional and the def2-TZVPD basis) of a 2-piece molecular cluster, C5H12N overall in a non-equilibrium geometry.

The geometry in XYZ format:
```
18
Properties=species:S:1:pos:R:3
C -1.34 3.24 1.95
C -0.73 -0.22 0.15
N -1.37 0.87 0.39
C 2.33 -2.01 -1.16
C 0.75 -1.96 -0.79
C 0.26 -0.56 -0.85
H -1.49 2.35 2.56
H -2.23 3.53 1.35
H -0.51 3.03 1.27
H -1.12 4.13 2.71
H 2.78 -2.97 -1.44
H -0.74 -0.97 0.95
H 2.34 -1.29 -1.99
H 2.95 -1.53 -0.37
H 0.55 -2.37 0.20
H 0.25 -2.69 -1.46
H -1.05 1.57 -0.29
H 0.13 0.01 -1.77
```

- ΔE to the lowest compared entry with this formula, charge and spin: 500.0 kJ/mol
- E_HOMO: -15.483 eV
- Net charge: +1
- HOMO-LUMO gap: 7.043 eV

---

The following is a DFT calculation (the ωB97M-V functional and the def2-TZVPD basis) of a 2-piece molecular cluster, C5H12N overall in a non-equilibrium geometry.

The geometry in XYZ format:
```
18
Properties=species:S:1:pos:R:3
C 1.67 -1.51 -0.11
C 0.76 -0.55 -0.14
C 1.51 1.37 0.20
C -1.08 0.00 1.15
C -0.75 -0.64 -0.21
N -1.38 0.30 -1.19
H 1.37 -2.47 -0.44
H 2.63 -1.39 0.16
H 1.40 1.44 1.34
H 0.80 1.87 -0.40
H 2.54 1.01 -0.05
H -2.23 -0.06 1.22
H -0.80 1.10 1.24
H -0.72 -0.60 2.03
H -1.24 -1.56 -0.27
H -2.33 0.47 -0.94
H -1.43 0.08 -2.21
H -0.73 1.13 -1.40
```

- ΔE to the lowest compared entry with this formula, charge and spin: 415.6 kJ/mol
- E_HOMO: -13.582 eV
- Net charge: +1
- HOMO-LUMO gap: 9.815 eV

---

The following is a DFT calculation (the ωB97M-V functional and the def2-TZVPD basis) of a 2-piece molecular cluster, C5H12N overall in a non-equilibrium geometry.

The geometry in XYZ format:
```
18
Properties=species:S:1:pos:R:3
C -2.25 0.10 0.96
C -1.40 0.03 -0.03
C 0.72 -1.72 -0.70
C 0.55 1.06 -1.39
C 0.05 0.21 -0.25
N 0.78 0.53 0.98
H -3.20 -0.42 0.86
H -2.08 0.60 1.90
H -1.86 -0.55 -0.82
H 1.60 -1.71 -0.06
H 0.76 -1.74 -1.73
H -0.18 -2.28 -0.36
H 1.14 0.56 -2.18
H 1.18 1.91 -0.96
H -0.27 1.46 -1.96
H 1.66 0.12 0.97
H 0.11 0.28 1.76
H 0.84 1.55 0.85
```

- ΔE to the lowest compared entry with this formula, charge and spin: 355.6 kJ/mol
- E_HOMO: -13.621 eV
- Net charge: +1
- HOMO-LUMO gap: 10.076 eV

---

The following is a DFT calculation (the ωB97M-V functional and the def2-TZVPD basis) of a 2-piece molecular cluster, C5H12N overall in a non-equilibrium geometry.

The geometry in XYZ format:
```
18
Properties=species:S:1:pos:R:3
C 2.22 -0.68 -0.51
C 1.88 -0.96 0.68
C -1.27 -1.52 -0.19
C -0.03 2.06 0.14
C -1.33 -0.02 -0.31
N -0.32 0.70 0.44
H 2.99 -1.30 -0.94
H 1.82 0.07 -1.18
H 1.94 -1.22 1.67
H -1.31 -1.78 0.89
H -2.00 -2.06 -0.72
H -0.39 -2.00 -0.56
H -1.03 2.41 -0.10
H 0.44 2.61 1.10
H 0.64 2.23 -0.68
H -2.25 0.41 0.11
H -1.41 0.37 -1.25
H -0.58 0.68 1.40
```

- ΔE to the lowest compared entry with this formula, charge and spin: 535.9 kJ/mol
- E_HOMO (alpha / beta): -13.522 / -13.857 eV
- Net charge: +1
- HOMO-LUMO gap (alpha / beta): 6.881 / 7.535 eV

---

The following is a DFT calculation (the ωB97M-V functional and the def2-TZVPD basis) of an isolated ion of composition C5H12N and charge +1 in a non-equilibrium geometry.

The geometry in XYZ format:
```
18
Properties=species:S:1:pos:R:3
C -2.04 1.79 0.94
C -0.82 1.30 1.16
C -0.21 -0.15 1.00
C 0.56 -0.33 -0.32
C 2.04 -0.88 -0.43
N -0.34 -1.06 -1.46
H -2.24 2.88 1.03
H -3.04 1.35 0.87
H -0.06 2.04 1.44
H 0.49 -0.37 1.85
H -0.88 -0.90 1.12
H 0.65 0.72 -0.82
H 2.27 -1.73 0.32
H 2.28 -1.11 -1.38
H 2.76 -0.14 0.03
H -1.23 -0.52 -1.40
H -0.39 -2.04 -1.50
H 0.19 -0.85 -2.44
```

- ΔE to the lowest compared entry with this formula, charge and spin: 253.2 kJ/mol
- E_HOMO: -13.815 eV
- Net charge: +1
- HOMO-LUMO gap: 10.092 eV

---

The following is a DFT calculation (the ωB97M-V functional and the def2-TZVPD basis) of an isolated ion of composition C5H12N and charge +1 in a non-equilibrium geometry.

The geometry in XYZ format:
```
18
Properties=species:S:1:pos:R:3
C -1.52 -0.67 -1.34
C -0.96 -0.01 -0.03
C 0.47 0.35 -0.21
C 1.45 -0.28 0.71
C 1.45 0.30 2.17
N -1.22 0.08 -2.56
H -2.65 -0.73 -1.30
H -1.12 -1.68 -1.42
H -1.03 -0.78 0.77
H -1.65 0.80 0.22
H 0.57 1.44 -0.35
H 1.27 -1.34 0.74
H 2.16 -0.29 2.73
H 0.48 0.31 2.69
H 1.82 1.33 2.13
H 2.44 -0.09 0.28
H -0.23 0.34 -2.57
H -1.73 0.94 -2.65
```

- ΔE to the lowest compared entry with this formula, charge and spin: 367.2 kJ/mol
- E_HOMO: -13.896 eV
- Net charge: +1
- HOMO-LUMO gap: 6.334 eV

---

The following is a DFT calculation (the ωB97M-V functional and the def2-TZVPD basis) of a 2-piece molecular cluster, C5H12N overall in a non-equilibrium geometry.

The geometry in XYZ format:
```
18
Properties=species:S:1:pos:R:3
C 0.45 2.15 0.28
C -0.42 1.32 -0.70
C 0.25 0.27 -1.50
C -0.07 -1.00 -1.86
H 1.51 2.06 0.12
H 0.31 3.26 0.28
H 0.27 1.86 1.32
H -0.79 1.98 -1.48
H -1.37 0.93 -0.24
H 1.14 0.69 -1.98
H 0.67 -1.63 -2.34
H -1.02 -1.48 -1.53
C -0.02 -1.92 2.13
N -0.23 -0.99 1.28
H -0.40 -1.77 3.12
H 0.51 -2.81 1.78
H 0.15 -1.00 0.32
H -0.56 -0.07 1.55
```

- ΔE to the lowest compared entry with this formula, charge and spin: 206.9 kJ/mol
- E_HOMO (alpha / beta): -20.704 / -20.883 eV
- <S²>: 0.754
- Net charge: +2
- 2S+1: 2
- HOMO-LUMO gap (alpha / beta): 11.242 / 7.412 eV

---

The following is a DFT calculation (the ωB97M-V functional and the def2-TZVPD basis) of an isolated ion of composition C5H12N2 and charge -1 in a non-equilibrium geometry.

The geometry in XYZ format:
```
19
Properties=species:S:1:pos:R:3
C -1.81 0.11 -0.16
C -0.42 0.54 0.34
C 0.79 -0.40 0.23
C 2.02 0.26 -0.48
N 2.80 1.21 0.21
C 0.41 -1.74 -0.36
N -2.88 0.68 0.73
H -2.01 0.45 -1.18
H -0.19 -1.54 -1.26
H -0.14 1.54 -0.03
H -0.64 0.67 1.40
H 1.67 0.65 -1.47
H 2.64 -0.64 -0.75
H 2.39 1.65 1.02
H 1.30 -0.52 1.21
H 1.25 -2.38 -0.57
H -0.37 -2.16 0.28
H -3.71 0.09 0.61
H -3.09 1.54 0.25
```

- ΔE to the lowest compared entry with this formula, charge and spin: 259.2 kJ/mol
- E_HOMO (alpha / beta): -1.041 / -0.964 eV
- <S²>: 0.754
- Net charge: -1
- 2S+1: 2
- HOMO-LUMO gap (alpha / beta): 4.625 / 4.086 eV

---

The following is a DFT calculation (the ωB97M-V functional and the def2-TZVPD basis) of an isolated ion of composition C5H12N2 and charge -1 in a non-equilibrium geometry.

The geometry in XYZ format:
```
19
Properties=species:S:1:pos:R:3
N 1.01 1.15 1.40
C 0.28 0.47 0.27
C -0.02 -0.98 0.72
C -1.27 -1.50 0.09
C -2.40 -1.82 0.83
C 1.04 0.51 -1.04
N 0.53 1.57 -1.97
H 1.94 0.76 1.47
H 1.11 2.13 1.16
H -0.66 1.00 0.11
H 0.88 -1.59 0.51
H -0.20 -1.06 1.80
H -1.37 -1.13 -0.95
H -2.43 -1.43 1.85
H -3.30 -2.24 0.39
H 2.12 0.64 -0.91
H 0.91 -0.47 -1.49
H 0.63 2.46 -1.49
H 1.19 1.55 -2.74
```

- ΔE to the lowest compared entry with this formula, charge and spin: 152.4 kJ/mol
- E_HOMO (alpha / beta): 1.278 / -2.503 eV
- <S²>: 0.754
- Net charge: -1
- 2S+1: 2
- HOMO-LUMO gap (alpha / beta): 2.375 / 6.102 eV

---

The following is a DFT calculation (the ωB97M-V functional and the def2-TZVPD basis) of a 3-piece molecular cluster, C5H12N2 overall in a non-equilibrium geometry.

The geometry in XYZ format:
```
19
Properties=species:S:1:pos:R:3
C -1.23 -0.59 0.39
C 0.82 -0.46 -0.06
C -1.94 -0.27 -0.89
C 0.93 0.88 0.16
N -1.43 -1.91 0.84
N 2.94 0.38 -0.37
C 0.58 2.08 0.55
H -1.41 0.12 1.19
H -0.99 -2.12 1.73
H -1.20 -2.62 0.15
H 3.45 0.98 0.28
H 3.01 0.82 -1.29
H 1.21 -1.14 0.69
H 0.80 -0.81 -1.08
H -3.03 -0.37 -0.78
H -1.73 0.76 -1.21
H -1.63 -0.94 -1.70
H 1.28 2.91 0.50
H -0.42 2.29 0.90
```

- ΔE to the lowest compared entry with this formula, charge and spin: 549.8 kJ/mol
- E_HOMO (alpha / beta): -6.885 / -6.879 eV
- HOMO-LUMO gap (alpha / beta): 7.821 / 7.815 eV

---

The following is a DFT calculation (the ωB97M-V functional and the def2-TZVPD basis) of a 2-piece molecular cluster, C5H12N2 overall in a non-equilibrium geometry.

The geometry in XYZ format:
```
19
Properties=species:S:1:pos:R:3
C 2.54 -0.37 1.29
C 1.91 -0.74 -0.02
C 0.75 -0.36 -0.57
N -0.29 0.43 -0.15
C -0.20 1.26 1.03
H 3.62 -0.49 1.23
H 2.34 0.66 1.58
H 2.19 -1.03 2.09
H 2.49 -1.44 -0.61
H 0.52 -0.80 -1.54
H -1.11 0.63 -0.98
H -1.19 1.68 1.24
H 0.50 2.10 0.91
H 0.11 0.69 1.90
C -2.92 -0.66 -1.14
N -2.40 0.29 -1.82
H -3.59 -1.41 -1.54
H -2.65 -0.71 -0.09
H -2.62 0.30 -2.81
```

- ΔE to the lowest compared entry with this formula, charge and spin: 244.6 kJ/mol
- E_HOMO: -6.794 eV
- HOMO-LUMO gap: 7.481 eV

---

The following is a DFT calculation (the ωB97M-V functional and the def2-TZVPD basis) of an isolated molecule of C5H12N2 in a non-equilibrium geometry.

The geometry in XYZ format:
```
19
Properties=species:S:1:pos:R:3
C 1.61 -0.70 1.26
C 0.43 -0.45 0.32
C 0.44 -1.07 -0.86
N 1.31 -2.09 -1.22
C -0.69 0.41 0.84
C -1.62 1.08 -0.18
N -1.42 2.55 -0.18
H 1.59 -1.73 1.61
H 2.51 -0.53 0.66
H 1.61 -0.01 2.10
H -0.36 -0.88 -1.58
H 1.33 -2.29 -2.22
H 2.26 -1.98 -0.89
H -1.28 -0.04 1.64
H -0.19 1.24 1.37
H -2.66 0.81 0.00
H -1.42 0.76 -1.20
H -2.02 2.95 0.53
H -1.81 2.91 -1.05
```

- ΔE to the lowest compared entry with this formula, charge and spin: 106.7 kJ/mol
- E_HOMO: -7.696 eV
- HOMO-LUMO gap: 8.770 eV

---

The following is a DFT calculation (the ωB97M-V functional and the def2-TZVPD basis) of an isolated molecule of C5H12N2 in a non-equilibrium geometry.

The geometry in XYZ format:
```
19
Properties=species:S:1:pos:R:3
N -2.68 1.38 -0.95
C -1.96 0.27 -1.46
C -0.73 -0.07 -1.08
C 0.31 0.87 -0.52
C 1.45 0.11 0.15
C 0.97 -0.63 1.42
N 1.95 -1.60 1.90
H -3.60 1.43 -1.38
H -2.88 1.28 0.04
H -2.54 -0.40 -2.10
H -0.31 -0.94 -1.56
H 0.67 1.60 -1.25
H -0.18 1.50 0.24
H 2.24 0.79 0.49
H 1.91 -0.64 -0.48
H 0.76 0.10 2.21
H 0.03 -1.10 1.16
H 2.86 -1.41 1.50
H 1.75 -2.56 1.66
```

- ΔE to the lowest compared entry with this formula, charge and spin: 122.3 kJ/mol
- E_HOMO: -8.496 eV
- HOMO-LUMO gap: 9.512 eV

---

The following is a DFT calculation (the ωB97M-V functional and the def2-TZVPD basis) of an isolated molecule of C5H12N2.

The geometry in XYZ format:
```
19
Properties=species:S:1:pos:R:3
C 0.34 -2.15 -0.77
C 1.54 0.59 1.12
C -0.93 1.67 -0.88
N 0.74 -1.41 0.37
N 0.65 -0.05 0.09
C -0.72 0.56 0.11
C -1.63 0.04 0.91
H 1.03 0.19 -0.87
H 0.56 -3.20 -0.58
H 0.90 -1.84 -1.70
H -0.74 -2.07 -1.02
H 1.13 0.35 2.10
H 1.54 1.67 0.97
H 2.54 0.18 1.03
H -0.18 2.45 -0.74
H -1.91 2.11 -0.75
H -0.84 1.29 -1.90
H -2.64 0.40 0.94
H -1.35 -0.78 1.55
```

- ΔE to the lowest compared entry with this formula, charge and spin: 379.0 kJ/mol
- E_HOMO: -6.722 eV
- HOMO-LUMO gap: 7.512 eV

---

The following is a DFT calculation (the ωB97M-V functional and the def2-TZVPD basis) of an isolated molecule of C5H12N2 in a non-equilibrium geometry.

The geometry in XYZ format:
```
19
Properties=species:S:1:pos:R:3
C 1.60 1.17 -0.52
C 0.42 0.61 -0.32
C 0.21 -0.88 -0.51
C -0.17 -1.43 0.83
N 1.06 -1.86 1.60
N -0.79 1.34 -0.32
C -2.01 1.15 -0.99
H 2.58 0.68 0.01
H 1.74 2.13 -0.79
H 1.13 -1.36 -0.88
H -0.51 -1.20 -1.29
H -0.62 -0.55 1.37
H -0.75 -2.38 0.83
H 0.62 -2.12 2.46
H 1.44 -0.98 1.98
H -0.47 2.37 -0.17
H -2.73 1.97 -0.72
H -2.51 0.30 -0.54
H -2.13 1.03 -2.10
```

- ΔE to the lowest compared entry with this formula, charge and spin: 282.1 kJ/mol
- E_HOMO: -8.132 eV
- HOMO-LUMO gap: 9.122 eV

---

The following is a DFT calculation (the ωB97M-V functional and the def2-TZVPD basis) of a 2-piece molecular cluster, C5H12N2 overall in a non-equilibrium geometry.

The geometry in XYZ format:
```
19
Properties=species:S:1:pos:R:3
C -0.42 -0.29 1.59
C 1.54 0.15 -1.43
C -1.37 -0.47 2.83
C 1.49 -0.54 -2.57
C -1.87 0.40 -0.21
N 2.21 1.05 -0.90
N -0.76 -0.07 0.44
H 0.57 -0.63 1.87
H -2.42 -0.31 2.63
H -1.27 -1.53 3.11
H -1.07 0.09 3.70
H 1.14 -1.59 -2.46
H 0.96 0.03 -3.34
H 2.59 -0.55 -2.93
H -2.63 0.46 0.59
H -2.16 -0.30 -1.05
H -1.71 1.35 -0.58
H 2.94 1.51 -1.45
H 2.22 1.24 0.14
```

- ΔE to the lowest compared entry with this formula, charge and spin: 488.1 kJ/mol
- E_HOMO (alpha / beta): -19.786 / -18.716 eV
- Net charge: +2
- HOMO-LUMO gap (alpha / beta): 9.807 / 7.365 eV

---

The following is a DFT calculation (the ωB97M-V functional and the def2-TZVPD basis) of an isolated ion of composition C5H12N2O and charge -1 in a non-equilibrium geometry.

The geometry in XYZ format:
```
20
Properties=species:S:1:pos:R:3
N -0.87 -1.02 -0.92
C 1.16 -2.73 0.32
C 0.75 -1.42 0.86
C 0.24 -0.43 -0.19
C -0.32 0.86 0.51
N -0.04 2.05 -0.12
C -0.21 2.24 -1.60
O -0.79 0.80 1.63
H -1.40 -1.70 -0.42
H -1.09 -0.81 -1.87
H 0.42 -3.37 -0.25
H 1.50 -3.28 1.22
H 1.91 -2.53 -0.45
H -0.01 -1.47 1.67
H 1.60 -0.84 1.28
H 1.15 -0.16 -0.80
H -0.32 2.89 0.38
H 0.23 1.34 -2.03
H 0.36 3.15 -1.84
H -1.26 2.24 -1.87
```

- ΔE to the lowest compared entry with this formula, charge and spin: 73.3 kJ/mol
- E_HOMO (alpha / beta): 1.155 / -5.064 eV
- <S²>: 0.750
- Net charge: -1
- 2S+1: 2
- HOMO-LUMO gap (alpha / beta): 2.683 / 8.741 eV

---

The following is a DFT calculation (the ωB97M-V functional and the def2-TZVPD basis) of an isolated molecule of C5H12N2O in a non-equilibrium geometry.

The geometry in XYZ format:
```
20
Properties=species:S:1:pos:R:3
C 2.15 -0.83 -1.19
C 1.66 0.03 -0.33
N 2.24 0.39 0.90
C 0.37 0.81 -0.62
C -0.75 0.55 0.60
N -0.56 -0.75 1.35
C -2.19 0.45 0.02
O -2.49 -0.87 -0.43
H 3.03 -1.42 -0.86
H 1.50 -1.16 -2.07
H 1.94 -0.24 1.63
H 3.26 0.20 0.75
H 0.63 1.91 -0.66
H -0.18 0.54 -1.48
H -0.67 1.47 1.30
H -0.37 -1.39 0.52
H -1.50 -0.92 1.81
H -2.84 0.66 0.86
H -2.34 1.33 -0.78
H -2.90 -0.76 -1.32
```

- ΔE to the lowest compared entry with this formula, charge and spin: 306.0 kJ/mol
- E_HOMO: -8.908 eV
- HOMO-LUMO gap: 9.641 eV

---

The following is a DFT calculation (the ωB97M-V functional and the def2-TZVPD basis) of an isolated molecule of C5H12N2O in a non-equilibrium geometry.

The geometry in XYZ format:
```
20
Properties=species:S:1:pos:R:3
C -2.48 0.55 1.09
C -1.10 -0.01 0.91
O -0.30 -0.21 1.80
N -0.73 -0.19 -0.44
C -0.84 1.01 -1.28
C 0.54 -0.89 -0.69
C 1.80 0.02 -0.91
N 3.00 -0.51 -0.27
H -2.66 0.52 2.17
H -2.72 1.58 0.76
H -3.20 -0.06 0.55
H -1.90 1.22 -1.45
H -0.53 0.79 -2.29
H -0.42 1.94 -0.87
H 0.73 -1.57 0.14
H 0.25 -1.46 -1.58
H 1.99 0.14 -2.01
H 1.61 1.04 -0.58
H 3.39 0.20 0.34
H 2.83 -1.35 0.26
```

- ΔE to the lowest compared entry with this formula, charge and spin: 168.7 kJ/mol
- E_HOMO: -8.864 eV
- HOMO-LUMO gap: 9.726 eV

---

The following is a DFT calculation (the ωB97M-V functional and the def2-TZVPD basis) of C5H12N2O as an isolated structure in a non-equilibrium geometry.

The geometry in XYZ format:
```
20
Properties=species:S:1:pos:R:3
C 0.76 0.80 0.12
C -2.13 -1.68 0.27
C 2.26 0.78 -0.02
C 0.03 -0.39 0.30
C -1.39 -0.37 0.20
N 0.68 -1.64 0.44
N 0.24 1.97 0.61
O -2.01 0.67 -0.14
H -1.08 1.27 -1.66
H -0.35 1.31 -2.06
H 1.68 -1.59 0.54
H 0.43 -2.31 -0.28
H -0.77 2.01 0.55
H 0.72 2.83 0.39
H -3.19 -1.47 0.43
H -2.03 -2.22 -0.66
H -1.75 -2.29 1.08
H 2.56 0.10 -0.82
H 2.72 0.44 0.91
H 2.64 1.78 -0.21
```

- ΔE to the lowest compared entry with this formula, charge and spin: 249.1 kJ/mol
- E_HOMO: -7.540 eV
- HOMO-LUMO gap: 8.293 eV